1.
{"formula": "C4H31NO10", "method": "ωB97M-V/def2-TZVPD", "symbols": ["C", "C", "C", "C", "N", "H", "H", "H", "H", "H", "H", "H", "H", "H", "H", "H", "H", "H", "O", "H", "H", "O", "H", "H", "O", "H", "H", "O", "H", "H", "O", "H", "H", "O", "H", "H", "O", "H", "H", "O", "H", "H", "O", "H", "H", "O"], "positions_angstrom": [[0.86202, -0.42685, -0.99585], [0.89540, -1.93429, -1.25817], [0.18429, -2.74850, -0.15118], [0.14729, -2.17012, -2.58021], [1.52067, -0.10979, 0.29954], [-0.16381, -0.07441, -1.14580], [1.52386, 0.07468, -1.70594], [1.88632, -2.32630, -1.36357], [-0.84775, -2.87304, -0.47564], [0.38958, -2.33435, 0.83121], [0.57180, -3.77062, -0.11057], [-0.81513, -1.65834, -2.57853], [0.66875, -1.77927, -3.45065], [0.10245, -3.24935, -2.73357], [0.89901, -0.43146, 1.03746], [1.50922, 0.90800, 0.38895], [-0.75506, -0.70836, 2.92473], [0.20784, -1.55769, 3.85851], [-0.00327, -0.68421, 3.52271], [-2.31032, -2.62173, 2.08396], [-1.81110, -2.31196, 3.55627], [-2.25934, -2.93810, 2.99019], [-3.26109, -0.82179, 1.29143], [-2.81071, -0.21386, 0.06468], [-2.42634, -0.59979, 0.87923], [-1.15841, 2.65228, -1.50842], [-0.52417, 3.12959, -2.86849], [-1.29266, 3.18131, -2.29655], [0.03159, 1.90211, 1.37109], [-0.96501, 1.03059, 0.59501], [-0.90215, 1.61501, 1.35345], [-2.24626, 3.77890, 1.70271], [-0.73589, 3.77832, 1.82483], [-1.47180, 4.32754, 1.55236], [-4.69562, -0.13404, -1.75528], [-3.40351, 0.75663, -1.97136], [-3.78436, 0.00942, -1.50258], [3.10983, 1.04389, -1.66587], [3.88097, 0.21619, -2.66364], [3.42002, 1.05601, -2.57734], [3.34956, -0.19018, 0.73315], [4.76944, -0.57751, 1.16800], [4.26723, 0.15170, 0.79880], [1.88196, 3.41882, 1.47518], [1.06271, 3.40920, 0.22427], [1.50190, 2.80575, 0.83148]], "forces_ev_per_a": [[1.88, -0.56, 0.42], [-1.53, 0.18, -0.34], [0.67, -0.30, -0.85], [0.77, -0.23, -0.05], [-1.35, 0.29, -0.27], [-0.13, 0.17, 0.32], [-0.65, -0.20, -0.50], [0.87, 0.23, 0.01], [-0.33, 0.40, 0.82], [-0.64, 0.06, 0.17], [0.16, 0.05, -0.14], [-0.29, -0.47, 0.15], [0.33, 0.19, -0.01], [-0.61, 0.04, -0.13], [0.27, 0.02, 0.28], [0.33, -0.39, 0.16], [-0.05, -0.13, -0.16], [-0.19, -0.19, -0.26], [0.33, 0.48, 0.19], [0.40, 0.38, 0.09], [0.00, 0.37, -0.21], [-0.43, -0.80, 0.10], [-0.20, -0.18, 0.72], [0.42, -0.28, -0.05], [-0.49, 0.01, -0.58], [0.37, -0.01, 0.06], [0.20, -0.26, 0.19], [-0.58, 0.21, -0.16], [-0.44, -0.19, -0.01], [-0.10, -0.29, 0.19], [0.38, 0.18, 0.10], [0.12, -0.17, -0.04], [-0.18, -0.21, 0.08], [-0.02, 0.70, -0.03], [-0.12, 0.29, -0.27], [-0.43, 0.12, -0.31], [0.60, -0.20, 0.41], [0.33, 0.13, 0.15], [0.11, 0.01, -0.01], [-0.13, -0.01, -0.07], [0.08, 0.18, -0.11], [0.16, -0.01, 0.04], [-0.16, -0.16, -0.02], [0.28, -0.32, 0.09], [-0.18, 0.05, -0.35], [0.15, 0.80, 0.21]], "nbo_charge": [-0.227, -0.224, -0.616, -0.608, -0.877, 0.148, 0.204, 0.201, 0.213, 0.205, 0.212, 0.202, 0.209, 0.210, 0.372, 0.380, 0.485, 0.472, -0.952, 0.484, 0.468, -0.954, 0.471, 0.498, -0.983, 0.471, 0.479, -0.949, 0.481, 0.468, -0.974, 0.479, 0.465, -0.944, 0.495, 0.495, -0.972, 0.472, 0.472, -0.937, 0.494, 0.461, -0.985, 0.498, 0.491, -0.954], "homo_ev": -10.103, "smiles": "CC(C)CN.O.O.O.O.O.O.O.O.O.O"}

---

2.
{"formula": "H2IO", "method": "ωB97M-V/def2-TZVPD", "symbols": ["O", "H", "H", "I"], "positions_angstrom": [[-1.27484, 0.39431, -0.30188], [-1.12421, 0.45083, -1.27264], [-0.37217, 0.34497, 0.08673], [2.77123, -1.19012, 1.48780]], "forces_ev_per_a": [[0.81, 0.16, -0.76], [-0.03, -0.11, 1.14], [-0.68, -0.13, -0.31], [-0.10, 0.08, -0.08]], "nbo_charge": [-0.961, 0.460, 0.498, -0.998], "homo_ev": -3.389, "total_charge": -1}

---

3.
{"formula": "C13H7BCl2O4", "method": "ωB97M-V/def2-TZVPD", "symbols": ["O", "Cl", "Cl", "O", "O", "O", "B", "C", "C", "C", "C", "C", "C", "C", "C", "C", "C", "C", "C", "C", "H", "H", "H", "H", "H", "H", "H"], "positions_angstrom": [[-1.58560, -0.44060, 5.75864], [2.28403, 1.28843, -5.97508], [0.71728, -1.54053, -6.24682], [0.62962, -0.46956, 5.75607], [0.70659, 1.19285, -1.27962], [-0.93388, -0.64022, -1.53303], [-0.32275, 0.33552, -0.67779], [-0.58512, -0.36637, 5.08036], [1.28313, 1.30553, -3.57757], [-0.26752, -1.00206, -3.92000], [-1.63160, -0.16772, 1.47343], [0.60463, 0.45193, 1.66921], [-1.71603, -0.38969, 2.82431], [0.55379, 0.28120, 3.04142], [1.18933, 0.73342, -4.79787], [0.42969, -0.46288, -4.95075], [0.55608, 0.74665, -2.55787], [-0.32369, -0.34946, -2.75032], [-0.49988, 0.32213, 0.91442], [-0.57683, -0.12942, 3.61795], [0.40451, -0.56369, 6.70576], [1.96896, 2.10062, -3.36344], [-0.80579, -1.94266, -4.06762], [-2.47242, -0.43992, 0.83231], [1.50809, 0.65757, 1.20814], [-2.64170, -0.75403, 3.26741], [1.52708, 0.24296, 3.54833]], "forces_ev_per_a": [[-0.01, -0.03, -0.81], [0.19, 0.12, -0.91], [0.00, 0.01, -1.00], [-0.59, 0.19, -1.14], [-3.36, -2.41, 0.74], [1.22, 1.76, 0.33], [0.84, -0.05, 1.37], [-0.28, -0.21, 2.54], [-0.38, 0.19, 1.28], [-2.08, -1.66, -0.14], [-2.34, -0.75, 0.51], [0.18, 0.59, 1.40], [-0.09, 0.18, 0.88], [3.15, -0.26, -1.09], [-0.42, -1.99, -0.96], [1.92, 1.10, -0.65], [0.29, 0.08, -1.11], [1.50, 2.35, 2.23], [0.17, -0.31, -3.68], [-1.66, -0.85, 1.12], [-0.09, 0.06, -0.74], [0.14, 0.32, -0.05], [0.23, 0.32, 0.07], [0.09, 0.19, 0.25], [1.73, 0.58, -0.72], [0.35, 0.04, 0.05], [-0.70, 0.43, 0.23]], "nbo_charge": [-0.582, 0.048, 0.036, -0.702, -0.613, -0.628, 1.125, 0.780, -0.248, -0.256, -0.183, -0.105, -0.147, -0.190, -0.063, -0.076, 0.231, 0.230, -0.382, -0.173, 0.503, 0.244, 0.249, 0.221, 0.206, 0.238, 0.237], "homo_ev": -8.814}

---

4.
{"formula": "C14H10BrCl2N2O3Pd", "method": "ωB97M-V/def2-TZVPD", "symbols": ["Pd", "O", "C", "C", "C", "N", "C", "Br", "C", "H", "H", "H", "H", "O", "C", "N", "C", "O", "C", "C", "C", "C", "C", "C", "H", "H", "H", "H", "Cl", "C", "Cl", "H", "H"], "positions_angstrom": [[-1.16878, -1.84028, -0.15154], [4.77483, -2.19699, 1.88566], [3.58922, -2.23226, 1.28877], [3.41520, -2.16343, -0.09439], [2.14200, -2.19970, -0.61633], [1.05956, -2.31923, 0.15794], [1.24377, -2.38089, 1.47243], [-0.39720, -2.48566, 2.45026], [2.45530, -2.34739, 2.10324], [5.49556, -2.10176, 1.25450], [4.26342, -2.06610, -0.75907], [1.96863, -2.12912, -1.67895], [2.54739, -2.40405, 3.17814], [-2.49151, 0.15716, 0.30488], [-1.52630, 0.77456, -0.16292], [-0.50752, 0.07228, -0.72886], [0.50787, 0.93286, -1.15278], [1.56224, 0.59467, -1.62506], [0.01080, 2.32158, -0.86846], [0.58253, 3.54143, -1.14559], [-0.11654, 4.68064, -0.74459], [-1.33951, 4.58217, -0.09382], [-1.91939, 3.34341, 0.17096], [-1.22789, 2.21981, -0.22904], [1.53102, 3.60681, -1.66139], [0.30514, 5.65633, -0.94644], [-1.85424, 5.48285, 0.21270], [-2.87867, 3.27097, 0.66623], [-5.68776, -3.47720, -0.08217], [-4.44088, -2.30879, -0.48842], [-2.92344, -3.17451, -0.91862], [-4.23134, -1.67071, 0.36075], [-4.74354, -1.73944, -1.35802]], "forces_ev_per_a": [[1.69, 1.61, 0.02], [0.02, 0.00, 0.27], [-0.32, -0.05, -0.27], [0.08, 0.01, -0.02], [0.06, -0.05, -0.01], [-0.64, -0.03, 0.14], [-0.10, -0.03, -0.11], [0.16, -0.15, 0.03], [0.10, -0.02, 0.21], [0.07, 0.00, -0.12], [-0.01, 0.00, 0.00], [0.01, 0.04, -0.03], [0.02, 0.01, -0.02], [-0.11, -0.05, 0.03], [-0.10, 0.10, -0.04], [-0.42, -1.00, 0.12], [0.36, 0.23, -0.08], [-0.18, 0.02, 0.04], [-0.19, -0.10, 0.08], [0.00, 0.02, 0.00], [0.12, -0.05, -0.06], [-0.07, 0.00, 0.06], [-0.12, -0.04, 0.05], [0.24, 0.15, -0.15], [0.01, 0.01, 0.03], [-0.03, 0.01, 0.02], [0.01, 0.00, -0.03], [0.02, -0.01, 0.00], [0.18, 0.18, -0.05], [-0.63, -0.05, 0.23], [-0.39, -0.80, -0.30], [0.08, 0.01, -0.01], [0.08, -0.01, -0.05]], "mulliken_spin": [1.366, 0.000, -0.003, 0.006, -0.013, 0.097, 0.004, 0.058, 0.004, 0.000, 0.001, 0.004, 0.000, 0.103, 0.007, 0.226, 0.001, 0.033, 0.006, -0.004, 0.004, 0.004, -0.002, 0.012, 0.000, 0.000, 0.000, 0.001, 0.003, -0.004, 0.084, 0.003, 0.001], "homo_ev": [-12.499, -12.448], "s_squared": 2.0066, "spin_multiplicity": 3, "total_charge": 1}

---

Max |F| (computed, eV/A): 2.00 1.15 4.20 2.34
ΔE to the lowest compared entry with this formula, charge and spin (computed, eV): 2.301 0.237 1.070 0.460